Density functional theory data (ωB97M-V/def2-TZVPD) for C5H6F5HfIN2O3S2 as an isolated structure at a distorted geometry.

Atoms and positions in Å:
Hf  -0.54377  -0.33176  0.21211
N  -2.86196  0.37604  0.64993
N  -2.91718  0.19663  -0.77620
C  -2.01119  1.07958  -1.48658
O  -2.35780  1.58099  -2.51713
O  -0.88487  1.19349  -0.87677
H  -3.46770  -0.32586  1.08818
H  -3.21497  1.30370  0.92778
H  -3.85761  0.25375  -1.17835
F  0.70521  -0.14373  2.91699
C  -0.28238  0.51747  2.20405
F  -1.38492  0.58037  3.04699
C  0.16306  1.93854  1.89521
F  0.71119  2.69367  2.82683
F  1.05690  1.85181  0.86074
F  -0.91462  2.58796  1.40801
I  -1.58211  -2.78179  0.92199
C  4.02261  -1.77814  -1.70513
O  2.71691  -1.71029  -2.25380
C  1.72664  -1.36512  -1.47334
S  1.95653  -1.00611  0.17832
S  0.18123  -1.32925  -2.14085
H  4.65155  -2.22866  -2.46799
H  4.01746  -2.38136  -0.79612
H  4.37178  -0.77194  -1.46487

As for the HOMO-LUMO gap: 0.3279 Eh. As for the energy relative to the best compared isomer or geometry (same formula, charge and spin): 7.77 kcal per mole. The total energy comes out at -2170.906459 hartree.

***

Density functional theory data (ωB97M-V/def2-TZVPD) for a 2-piece molecular cluster, C4H12N2 overall.

Atoms and positions in Å:
C  0.09339  -2.60276  0.13962
C  -0.16142  -2.94877  -1.11475
N  -0.19510  -4.28880  -1.54486
H  0.29147  -3.41045  0.83142
H  0.17444  -1.59009  0.49767
H  -0.24484  -2.21799  -1.90900
H  -0.41068  -4.40141  -2.51846
H  -0.73336  -4.89646  -0.94746
C  0.25930  3.71439  0.49112
C  -0.28231  2.31498  0.30462
N  0.21687  1.43456  1.36128
H  1.34043  3.77380  0.50522
H  -0.14464  4.11810  1.42160
H  -0.11983  4.35125  -0.30372
H  0.00139  1.92952  -0.67148
H  -1.37704  2.35993  0.36128
H  0.39811  0.46749  1.15537
H  0.89380  1.89270  1.94053

As for the HOMO-LUMO gap: 0.3501 Eh. As for the energy relative to the best compared isomer or geometry (same formula, charge and spin): 29.12 kcal per mole. As for the SMILES: C=CN.CCN. The total energy comes out at -269.069938 hartree.

***

Density functional theory data (ωB97M-V/def2-TZVPD) for one molecule with the formula C10H6BrClNO3PS at a distorted geometry.

Atoms and positions in Å:
O  -0.90181  2.79469  3.24564
C  -0.21733  2.22013  2.22862
Br  0.28152  3.32099  0.60236
C  0.24400  0.63775  2.19126
C  -0.03867  0.07868  0.66017
C  -1.56412  -0.20123  0.04210
P  -3.08225  0.10060  1.19526
S  -4.63705  0.79828  0.19382
C  -1.84773  -0.71958  -1.49195
C  -0.53487  -1.00735  -2.48400
C  0.98329  -0.75004  -1.91776
C  1.21692  -0.23212  -0.34717
C  2.84311  -0.14456  -0.15834
O  3.61115  0.25432  0.86018
N  3.43161  -0.70085  -1.44898
Cl  3.61765  -2.38430  -0.96485
C  2.46279  -0.90696  -2.60960
O  2.83725  -1.19557  -3.86762
H  1.38261  0.58961  2.46374
H  -0.33625  -0.03744  2.96641
H  -3.39787  -1.20764  1.78196
H  -2.73800  0.96891  2.31072
H  -2.96444  -0.87506  -1.86384
H  -0.65152  -1.40129  -3.58814

As for the HOMO-LUMO gap: 0.2515 Eh. As for the SMILES: O=C(Br)Cc1c([PH2]=S)ccc2c1C(=O)N(Cl)C2=O. The total energy comes out at -4438.423701 hartree.

***

Density functional theory data (ωB97M-V/def2-TZVPD) for C40H57Cl2FN5O5SbSi3V as an isolated structure at a distorted geometry.

Atoms and positions in Å:
V  1.20441  0.92377  0.90379
C  3.30748  1.15319  -3.70417
Sb  3.54972  1.09465  -1.55976
C  1.35949  0.97781  -1.16916
C  0.53495  -0.04853  -1.90219
C  1.08079  -1.04804  -2.71415
C  0.25411  -1.88981  -3.43208
C  -1.11928  -1.73059  -3.33273
C  -1.58525  -0.71236  -2.52062
N  -0.79735  0.10900  -1.83202
Si  0.68026  2.73228  -1.74247
C  1.99995  4.05698  -1.61825
C  0.20549  2.62971  -3.55594
C  -0.85491  3.29821  -0.80878
C  4.41490  -0.89198  -1.04018
C  3.41552  -1.92528  -0.59926
C  3.58005  -3.30292  -0.80514
C  2.61242  -4.19445  -0.38646
C  1.47280  -3.70144  0.24522
C  1.40460  -2.34076  0.45217
N  2.34148  -1.47670  0.07051
Si  5.58314  -1.39219  -2.48391
C  4.59947  -2.17147  -3.88690
C  6.93673  -2.60971  -2.00137
C  6.52375  0.10871  -3.13003
Si  5.48308  -0.48512  0.50739
C  7.05279  0.42465  0.06192
C  4.58050  0.66545  1.69402
C  5.84113  -2.07710  1.41521
H  3.28667  2.21223  -3.96098
H  2.39400  0.68106  -4.05682
H  4.16837  0.71103  -4.19227
H  2.14948  -1.16171  -2.79706
H  0.68106  -2.65780  -4.06447
H  -1.80635  -2.36006  -3.88069
H  -2.65371  -0.53307  -2.43168
H  2.70638  3.99386  -2.44899
H  2.56824  4.07464  -0.69077
H  1.49561  5.02367  -1.71051
H  1.06376  2.79015  -4.20806
H  -0.50400  3.43863  -3.75343
H  -0.27601  1.69574  -3.84283
H  -0.90731  2.99546  0.23576
H  -1.74248  2.91969  -1.32001
H  -0.89447  4.39014  -0.83634
H  4.46486  -3.67724  -1.28987
H  2.74226  -5.25599  -0.55372
H  0.67243  -4.34967  0.57273
H  0.52487  -1.91444  0.93898
H  4.00139  -3.02590  -3.56879
H  5.30689  -2.53558  -4.63682
H  3.93426  -1.47006  -4.38772
H  6.61757  -3.52763  -1.51048
H  7.68503  -2.14317  -1.35867
H  7.44947  -2.90199  -2.92256
H  6.09881  1.08586  -2.89540
H  6.60328  0.04519  -4.21829
H  7.53943  0.10430  -2.73364
H  6.83972  1.33830  -0.49735
H  7.77183  -0.16437  -0.50516
H  7.53766  0.72307  0.99545
H  4.67294  1.71552  1.40872
H  4.98935  0.54626  2.70045
H  3.52929  0.40067  1.78970
H  6.25460  -2.84436  0.75862
H  4.93582  -2.47991  1.87518
H  6.56691  -1.89504  2.21102
C  -4.61715  -0.53250  5.50035
C  -4.03780  -1.63699  4.63380
N  -3.16472  -1.10624  3.56490
C  -1.84499  -1.15996  3.72701
C  -0.93535  -0.62270  2.84384
C  0.51626  -0.77262  3.15000
O  0.91368  -1.27026  4.16363
O  1.30622  -0.36075  2.15820
C  -1.40585  0.04888  1.71218
O  -0.66505  0.66109  0.87135
C  -2.83096  0.06528  1.48882
C  -3.33396  0.65684  0.32135
C  -4.68141  0.67649  0.12606
F  -5.17903  1.27552  -0.96958
C  -5.58462  0.10382  1.04150
C  -5.08129  -0.47882  2.18611
C  -3.70005  -0.50251  2.43030
N  -6.99246  0.11138  0.83791
C  -7.72871  1.15577  1.53541
C  -9.18763  0.75884  1.66549
N  -9.74901  0.47116  0.29697
C  -8.93631  -0.57142  -0.42904
C  -7.50071  -0.09012  -0.51086
H  -5.25719  -0.96929  6.26581
H  -5.20991  0.17521  4.92103
H  -3.82187  0.01991  6.00020
H  -4.80631  -2.25451  4.17138
H  -3.41988  -2.30354  5.23091
H  -1.47383  -1.64822  4.62013
H  -2.64224  1.07909  -0.40072
H  -5.77986  -0.93802  2.86980
H  -7.65067  2.12521  1.01737
H  -7.32404  1.29191  2.53694
H  -9.78639  1.54939  2.11329
H  -9.29631  -0.15821  2.24155
H  -9.75191  1.33378  -0.25406
H  -10.72246  0.17170  0.37277
H  -9.37678  -0.70984  -1.41429
H  -9.01974  -1.49043  0.14788
H  -7.45867  0.82197  -1.12155
H  -6.91114  -0.84938  -1.02198
Cl  -0.54403  3.07551  3.24641
C  1.19074  3.41966  3.42355
Cl  2.01079  2.10620  4.27522
C  1.86674  3.60272  2.06549
O  2.56886  4.53586  1.84288
O  1.61274  2.63560  1.17116
H  1.29418  4.33411  3.99526

The spin multiplicity is 2. Its total charge is +2. As for the HOMO-LUMO gap (alpha / beta): 0.2234 / 0.2272 Eh. As for the expectation value of S²: 0.843. The total energy comes out at -5281.056084 hartree.

***

Density functional theory data (ωB97M-V/def2-TZVPD) for one molecule with the formula C3H10N2P2 at a distorted geometry.

Atoms and positions in Å:
C  0.67716  2.58352  0.18296
N  1.10098  1.38939  -0.54287
N  0.34412  0.30782  -0.10964
C  0.50037  -0.89381  -0.72050
C  0.67839  -2.08843  0.15262
P  -1.37000  0.04221  -0.65201
P  -2.07512  -0.80543  1.18340
H  0.76557  3.48109  -0.41835
H  -0.45123  2.64187  0.43018
H  1.39800  2.71636  1.15455
H  0.86024  1.68108  -1.56630
H  0.79820  -0.96589  -1.74508
H  1.63817  -2.00627  0.53197
H  0.53939  -2.99313  -0.43831
H  -0.01144  -2.29785  0.93975
H  -1.96032  -2.11991  0.53878
H  -3.43249  -0.67259  1.07888

As for the HOMO-LUMO gap: 0.3227 Eh. As for the energy relative to the best compared isomer or geometry (same formula, charge and spin): 45.81 kcal per mole. As for the SMILES: CNN1[C@@H](C)P1#[PH2]. The total energy comes out at -912.382727 hartree.